{
  "formula": "C18H48AlFN6O8P2",
  "method": "the ωB97M-V functional and the def2-TZVPD basis",
  "e_above_lowest_ev": 0.0000,
  "gap_ev": 2.8,
  "total_charge": 2,
  "mol_weight_g_mol": 584.5,
  "species": ["P", "P", "Al", "F", "O", "O", "O", "O", "O", "O", "O", "O", "N", "N", "N", "N", "N", "N", "C", "C", "C", "C", "C", "C", "C", "C", "C", "C", "C", "C", "C", "C", "C", "C", "C", "C", "H", "H", "H", "H", "H", "H", "H", "H", "H", "H", "H", "H", "H", "H", "H", "H", "H", "H", "H", "H", "H", "H", "H", "H", "H", "H", "H", "H", "H", "H", "H", "H", "H", "H", "H", "H", "H", "H", "H", "H", "H", "H", "H", "H", "H", "H", "H", "H"],
  "positions_angstrom": [[-1.50699, -1.17297, -3.34733], [2.48960, -1.92299, 2.85001], [-2.95238, 2.20153, -1.13494], [-1.00541, 0.70642, 0.04865], [2.78073, -3.31911, 3.16065], [-2.36649, -0.22178, -2.65280], [-4.39760, 3.09819, 4.40812], [-0.44765, 2.82070, -2.52271], [-2.16013, 2.84655, 4.47911], [1.79074, 2.69153, -2.34677], [0.96410, 3.84184, -3.94339], [-3.12496, 3.86143, 6.10011], [-0.27670, -1.61606, -2.29091], [-0.78602, -0.68235, -4.72042], [0.83255, -1.73835, 2.43876], [2.71885, -0.77346, 4.00102], [3.35214, -1.35992, 1.54592], [-2.25546, -2.61275, -3.69928], [1.85285, -0.76715, 5.18765], [4.05113, -2.33839, 0.71002], [0.22225, 0.37124, -4.61249], [-4.16207, 4.67997, 6.62529], [3.32344, -0.01697, 1.01785], [0.18914, -0.43927, 2.33527], [-0.62622, -1.39894, -0.91277], [-3.28800, -3.09757, -2.80304], [3.96379, -0.01654, 4.17236], [1.04094, -2.10344, -2.61976], [-3.34021, 3.27531, 4.94890], [-0.04877, -2.78854, 2.91162], [-0.08684, 4.35119, -4.73957], [-1.60305, -3.62827, -4.53157], [1.62608, 2.00897, -1.11313], [-2.16439, 2.22259, 3.22251], [0.66033, 3.04870, -2.93758], [-1.56935, -0.58161, -5.96439], [-2.93666, 2.65263, 2.58148], [3.78270, -3.35019, 0.99574], [-2.94207, -3.35403, -1.79398], [2.64560, 0.03323, 0.15939], [2.85054, 0.65913, 1.73102], [-2.29403, 0.23277, -5.89135], [0.81047, -1.00824, 4.96769], [-0.06277, -2.13521, -0.31918], [1.33968, -2.86758, -1.89763], [1.83354, 0.23565, 5.60512], [4.31003, 0.38701, 0.79494], [-0.87619, 4.82571, -4.15600], [4.73384, -0.67601, 4.57625], [-3.82525, 5.23775, 7.49147], [1.34190, 0.97110, -1.29195], [0.12526, -3.09942, 3.94898], [3.83632, -2.12144, -0.33865], [-1.20502, -3.16056, -5.42808], [-0.84886, -4.21970, -4.00410], [-1.67751, -1.59144, -0.70520], [0.54932, 0.51241, -3.57053], [1.07742, -2.44074, -3.64799], [1.15222, 0.06334, -5.09203], [0.88346, 2.47355, -0.47453], [-2.13739, -1.49298, -6.13606], [-4.36360, 5.48189, 5.89961], [-2.32947, 1.14371, 3.20144], [0.78982, 0.22925, 1.72054], [1.72960, -1.27549, -2.40441], [0.27591, 5.12125, -5.41665], [5.12846, -2.19334, 0.84045], [-3.89986, -3.86857, -3.25857], [2.60082, 2.00593, -0.63050], [3.78895, 0.76098, 4.91386], [0.11383, -3.72333, 2.35544], [-0.87833, -0.40376, -6.78282], [-5.11445, 4.17673, 6.76863], [0.00836, -0.00183, 3.32191], [2.19355, -1.53818, 5.88258], [-2.37320, -4.32020, -4.87400], [-0.16317, 1.35695, -4.86966], [-1.22987, 2.43648, 2.70365], [-0.52647, 3.59736, -5.39797], [-0.38785, -0.36037, -0.55368], [-1.09377, -2.53328, 2.75406], [-0.75031, -0.53544, 1.78556], [4.28336, 0.50044, 3.27407], [-3.95880, -2.25358, -2.60934]]
}


{
  "formula": "C18H48B3CuF12O18S6",
  "method": "the ωB97M-V functional and the def2-TZVPD basis",
  "s_squared": 0.751,
  "multiplicity": 2,
  "gap_ev": [9.6, 7.1],
  "total_charge": -1,
  "mol_weight_g_mol": 1068.9,
  "species": ["Cu", "S", "S", "S", "S", "S", "S", "F", "F", "F", "F", "F", "F", "F", "F", "F", "F", "F", "F", "O", "O", "O", "O", "O", "O", "O", "O", "O", "O", "O", "O", "O", "O", "O", "O", "O", "O", "C", "C", "C", "C", "C", "C", "C", "C", "C", "C", "C", "C", "C", "C", "C", "C", "C", "C", "B", "B", "B", "H", "H", "H", "H", "H", "H", "H", "H", "H", "H", "H", "H", "H", "H", "H", "H", "H", "H", "H", "H", "H", "H", "H", "H", "H", "H", "H", "H", "H", "H", "H", "H", "H", "H", "H", "H", "H", "H", "H", "H", "H", "H", "H", "H", "H", "H", "H", "H"],
  "positions_angstrom": [[-0.13031, -0.32455, -0.23305], [0.73950, -3.16424, -2.39194], [-3.27877, -0.22140, -1.93892], [-2.58414, 0.17603, 2.39396], [-0.70987, -3.15817, 1.97037], [1.33188, 3.21093, 4.97524], [3.61448, 4.30771, -2.07717], [-0.82465, 3.38482, 1.45972], [-1.50525, 2.73259, -0.73035], [3.23166, 0.63543, 1.65093], [0.32928, 3.85080, -0.53603], [0.49931, 0.56440, -2.18134], [-0.13769, 0.57093, -4.28432], [1.88830, 1.54480, -3.71126], [2.25642, -0.08034, -0.31280], [1.10784, 0.00273, 1.44688], [2.82241, -1.45866, 1.33523], [-0.13911, 2.41504, -3.11729], [0.19117, 1.76538, 0.10986], [0.09166, 3.29520, 5.80922], [4.10497, 5.27730, -0.73772], [2.69085, 3.36505, 5.54614], [2.22003, 4.67144, -2.44300], [-1.39339, 0.17432, 1.51717], [-0.05715, -4.15818, -3.08309], [-3.52577, -1.21421, 1.96434], [1.78636, -3.91784, -1.27118], [-2.03083, -0.09434, -1.30071], [4.74525, 4.23509, -3.00129], [0.08738, -2.00656, -1.75547], [-4.52413, -0.27240, -1.04649], [-1.70907, -2.99347, 3.05678], [1.06741, 4.47653, 3.89296], [-2.43291, 0.22941, 3.85495], [-3.21044, -1.60806, -2.84650], [-0.80259, -4.71034, 1.38107], [-0.52613, -2.33750, 0.76555], [6.17604, 6.43362, -0.08756], [-2.25044, -5.12632, -0.60902], [-3.43847, 0.99310, -3.28048], [-4.11876, -3.55106, -3.81799], [2.81978, 6.11784, 3.05564], [-4.40833, -2.23621, -3.22098], [0.89303, -3.08305, 2.86272], [-4.70944, -1.54290, 2.67354], [1.94536, -2.45565, -3.60326], [-6.00464, -1.37919, 1.85416], [-2.00417, -5.17427, 0.91392], [3.59717, 2.74209, -1.08751], [2.12398, 4.74313, 2.87678], [5.53468, 5.07378, -0.37618], [2.21819, -6.15361, -2.28342], [1.74323, -5.28381, -1.10976], [-3.58006, 1.61357, 1.86888], [1.20289, 1.73700, 3.80950], [2.37511, -0.19595, 1.04283], [-0.43918, 2.96340, 0.15631], [0.52206, 1.29991, -3.31544], [7.26466, 6.39703, -0.04675], [-4.13484, 1.35799, 0.96611], [1.35916, 0.81113, 4.36309], [2.86231, 3.94886, 2.76685], [5.83408, 6.78010, 0.88768], [-6.93934, -1.59342, 2.37236], [2.09978, -7.22734, -2.13788], [-5.18314, -2.30334, -2.45726], [3.32242, 3.03090, -0.07302], [2.00280, 1.79883, 3.07166], [5.51108, 4.32290, 0.41358], [-2.63579, 0.74872, -3.97625], [1.38728, 4.74822, 2.07343], [1.49186, -1.56953, -4.04737], [-4.56340, -2.56112, 3.03408], [-1.44580, -5.46928, -1.25944], [1.73893, -3.34472, 2.22704], [-4.70530, -0.95276, 3.58995], [-2.12723, -6.23800, 1.11741], [2.95420, 2.01161, -1.57853], [-4.49136, 0.80330, -3.48902], [-6.06209, -0.34826, 1.50488], [3.20720, -5.82265, -2.60033], [-3.21647, -5.57857, -0.83343], [-3.28316, -3.46305, -4.51235], [4.64766, 2.45190, -1.06843], [0.25474, 1.86490, 3.28725], [5.87084, 7.22308, -0.77437], [2.15387, -3.23995, -4.33093], [-3.45350, 1.97802, -2.81378], [-4.83735, -1.58795, -3.98505], [-2.91385, -4.69484, 1.27549], [1.02333, -2.09358, 3.30099], [0.80959, -3.76263, 3.71085], [-4.18620, 1.86407, 2.73947], [-2.92943, 2.45656, 1.63615], [1.58052, -5.98897, -3.15198], [-2.36995, -4.08556, -0.91008], [-4.89250, -3.90633, -4.49860], [2.83919, -2.11697, -3.07938], [3.80906, 5.93071, 3.47329], [3.01530, 6.59316, 2.09441], [-5.95648, -1.89065, 0.89282], [0.76628, -5.55960, -0.71277], [2.17393, 6.75795, 3.65668], [2.47572, -5.61395, -0.37318], [-3.74329, -4.19888, -3.02588], [6.13268, 4.63088, -1.17264]]
}


{
  "formula": "C18H48B3MgO8S3",
  "method": "the ωB97M-V functional and the def2-TZVPD basis",
  "gap_ev": 3.1,
  "total_charge": -1,
  "mol_weight_g_mol": 545.5,
  "species": ["S", "S", "S", "Mg", "O", "O", "O", "O", "O", "O", "O", "O", "C", "C", "C", "C", "C", "C", "C", "C", "C", "C", "C", "C", "C", "C", "C", "C", "C", "C", "B", "B", "B", "H", "H", "H", "H", "H", "H", "H", "H", "H", "H", "H", "H", "H", "H", "H", "H", "H", "H", "H", "H", "H", "H", "H", "H", "H", "H", "H", "H", "H", "H", "H", "H", "H", "H", "H", "H", "H", "H", "H", "H", "H", "H", "H", "H", "H", "H", "H", "H"],
  "positions_angstrom": [[-15.55014, -10.70872, -6.03391], [-11.07919, -8.04522, -2.62310], [-11.45157, -10.96731, -8.54471], [-13.10714, -8.35237, -4.35281], [-10.75308, -7.97932, -1.17340], [-12.29131, -8.71564, -3.06302], [-16.04560, -12.05487, -6.35601], [-10.80156, -6.45352, -8.91866], [-14.61791, -8.17267, -9.79618], [-12.79726, -11.54402, -8.53677], [-15.09520, -10.37736, -4.68222], [-11.13232, -9.76131, -9.28204], [-10.82461, -6.26147, -3.31431], [-10.97898, -10.82601, -6.71771], [-13.93998, -7.51338, -9.04676], [-8.61482, -7.01624, -7.99095], [-9.71852, -8.73450, -3.64829], [-10.16481, -13.03124, -7.51538], [-14.17440, -10.49472, -7.26265], [-14.41144, -6.82422, -7.79159], [-8.94359, -7.43156, -4.13398], [-16.52736, -9.31160, -6.72283], [-9.88111, -11.86554, -6.53476], [-10.62559, -8.39870, -7.47012], [-10.09641, -7.21359, -8.26865], [-9.99316, -6.41927, -4.58593], [-16.20809, -9.30280, -8.21718], [-12.39853, -7.35117, -9.33236], [-10.21870, -12.42129, -8.91811], [-14.90573, -10.15817, -8.54021], [-12.35530, -9.00907, -5.42176], [-13.33134, -6.78885, -4.25352], [-14.22337, -9.28348, -3.68152], [-8.16328, -7.05626, -3.47188], [-8.39505, -7.63827, -5.05294], [-16.27242, -8.46371, -6.08709], [-13.52918, -11.36884, -7.17493], [-12.54148, -9.72992, -4.64076], [-17.55469, -9.61305, -6.51827], [-11.79235, -8.16667, -5.05068], [-11.75424, -5.71325, -3.46714], [-15.11565, -11.07560, -9.09010], [-10.17082, -5.84679, -2.54704], [-13.64392, -9.57655, -7.01035], [-11.85711, -8.16358, -8.84765], [-10.08271, -8.57453, -6.54142], [-7.91803, -7.83430, -8.17358], [-10.51669, -9.84828, -6.58188], [-13.74217, -7.34628, -5.08100], [-10.45071, -6.96228, -5.41291], [-9.23915, -11.99624, -9.13701], [-11.82719, -9.50225, -6.22307], [-9.18169, -9.50900, -3.10050], [-12.30867, -7.10409, -4.11569], [-13.27025, -8.55313, -5.76706], [-14.40574, -8.66302, -4.54524], [-11.14827, -13.49141, -7.41996], [-9.57164, -5.44236, -4.82271], [-14.10946, -5.78917, -7.63166], [-8.24389, -6.33219, -8.75424], [-13.41735, -5.72703, -4.42491], [-12.03705, -6.47594, -8.79255], [-14.08167, -7.38274, -6.91558], [-13.87419, -7.09042, -3.37112], [-15.12314, -9.18577, -3.09407], [-8.95912, -11.35411, -6.81134], [-8.47262, -6.69108, -6.96035], [-10.18880, -9.25577, -4.48209], [-13.33375, -8.96389, -3.16125], [-15.49804, -6.84346, -7.70763], [-10.64551, -12.97553, -9.75404], [-14.12183, -10.28432, -4.07171], [-11.66413, -8.36083, -7.14137], [-16.15544, -8.26586, -8.54897], [-12.19659, -7.44358, -10.39949], [-11.87279, -11.00683, -6.12063], [-9.83455, -12.10076, -5.47147], [-10.43353, -9.30455, -8.04514], [-16.97699, -9.85114, -8.76144], [-14.15547, -9.69281, -9.17946], [-9.42916, -13.82993, -7.42058]]
}


{
  "formula": "C18H48BF4N2O7",
  "method": "the ωB97M-V functional and the def2-TZVPD basis",
  "e_above_lowest_ev": 2.0849,
  "gap_ev": 9.2,
  "total_charge": -1,
  "mol_weight_g_mol": 491.4,
  "species": ["F", "F", "F", "F", "O", "O", "O", "O", "O", "O", "O", "N", "N", "C", "C", "C", "C", "C", "C", "C", "C", "C", "C", "C", "C", "C", "C", "C", "C", "C", "C", "B", "H", "H", "H", "H", "H", "H", "H", "H", "H", "H", "H", "H", "H", "H", "H", "H", "H", "H", "H", "H", "H", "H", "H", "H", "H", "H", "H", "H", "H", "H", "H", "H", "H", "H", "H", "H", "H", "H", "H", "H", "H", "H", "H", "H", "H", "H", "H", "H"],
  "positions_angstrom": [[0.03632, 0.55428, 0.75388], [-0.44968, -1.63972, 0.80288], [-0.57868, -0.38472, -1.17312], [1.47232, -0.87772, -0.23812], [2.69032, 2.95928, -0.40012], [-3.23268, -1.41172, 0.65488], [-2.74668, -0.34372, -3.02412], [-0.59168, 4.32528, -1.20512], [3.13832, -1.80973, 1.76688], [-0.82068, 0.55927, 3.31388], [0.28332, 1.92227, -2.10312], [-0.28868, -4.05372, -4.36412], [-1.84168, -6.09072, 3.86688], [-2.48768, -0.96872, -4.28512], [-1.22168, 5.10128, 1.09088], [1.11432, 3.20028, -3.89312], [4.36632, -3.77772, 2.35588], [-1.33068, -5.05372, 3.61588], [-0.77068, 3.97428, 0.17088], [0.39132, 1.88128, -3.57412], [-5.01068, -1.72772, 2.25688], [-1.06368, 2.40727, 4.86388], [3.51732, 1.74228, -0.21712], [0.43732, -3.58772, -3.62712], [-3.85168, -0.90073, -5.06512], [-3.50768, -1.49472, 2.06788], [4.88632, 2.33728, -0.40612], [-0.60168, -3.74672, 3.34688], [1.46932, -2.96672, -2.71112], [-0.32268, 1.75628, 3.65988], [3.29532, -3.18872, 1.28988], [0.13032, -0.65073, 0.05388], [-0.48668, 0.38528, 2.46188], [-0.34768, 2.64028, 2.96588], [-3.22568, -0.41272, 2.34188], [-2.25768, -1.22872, 0.77488], [-1.25268, 3.02128, 0.15888], [0.89232, 1.82128, 3.86088], [-5.74468, -0.85272, 1.92488], [0.02932, 3.75227, -1.79612], [-0.58868, 1.65528, -4.13712], [-0.38868, 3.30728, 5.14988], [-2.09168, -1.99873, -4.21812], [-1.76068, -0.21473, -4.66512], [4.44532, -4.57972, 1.69288], [3.47632, 1.01228, -1.03012], [-4.59968, -1.62973, -4.46412], [-2.83868, -2.16572, 2.30488], [0.45832, -3.66472, 3.60688], [1.44732, 3.07927, -4.93012], [-0.66668, -3.77772, 2.30988], [1.69332, -2.29472, -3.44612], [-2.17068, 5.49828, 0.61088], [2.38932, -3.58373, -2.64912], [-0.63668, 5.98228, 0.99388], [2.49032, -1.45172, 1.34388], [-2.15368, 2.68828, 4.70288], [-2.21868, -0.42772, -2.33012], [3.52932, -3.17372, 0.36788], [2.12432, 3.53628, -3.31112], [-0.90268, -2.75173, 4.04588], [-0.93368, 1.63728, 5.70888], [1.01432, -2.91072, -1.71112], [-3.67668, -1.25773, -6.12312], [1.10132, 1.04328, -3.91112], [3.55832, 1.32927, 0.62388], [5.06732, 3.20228, 0.19988], [2.39132, -3.73072, 1.14688], [1.81932, 2.68628, -0.80512], [4.98732, 2.65727, -1.40212], [5.32532, -3.37373, 2.45588], [3.80432, -3.71272, 3.29088], [-0.07868, 1.01228, -1.82912], [5.71732, 1.45028, -0.22412], [-4.34068, 0.07328, -5.15812], [0.21132, 3.73028, 0.39088], [0.42932, 3.78928, -3.92912], [-1.17668, 4.61527, 2.08888], [-5.17768, -1.72372, 3.24888], [-5.19568, -2.73272, 1.65188]]
}